ORCA calculation (ωB97M-V/def2-TZVPD) on a molecular structure, C35H38F9N4NiPSSi2.

```
91
Properties=species:S:1:pos:R:3
Ni 0.5761 1.2338 -0.3007
N -2.1877 5.3963 1.5699
C -1.6187 4.3499 0.8849
S -2.7890 3.7109 -0.2827
N -0.3972 4.1099 1.1794
N 0.4117 3.1925 0.5315
C 1.6336 3.5821 0.6599
C 2.7374 2.9479 -0.0514
C 4.0392 3.4046 0.1268
C 5.0544 2.8500 -0.6299
C 4.7315 1.8571 -1.5447
C 3.4137 1.4399 -1.6430
N 2.4259 1.9570 -0.9075
H -3.0841 5.7331 1.2657
H -1.5476 6.0633 1.9694
H 1.8479 4.4554 1.2703
H 4.2376 4.1891 0.8450
H 6.0748 3.1915 -0.5184
H 5.4820 1.4048 -2.1776
H 3.1395 0.6566 -2.3345
C -2.0064 2.3122 -3.1638
Si -3.2203 1.4506 -2.0194
C -4.9622 2.0717 -2.3172
C -3.1944 -0.3652 -2.4648
C -2.6832 1.8762 -0.2263
Si -3.6251 1.4232 1.3778
C -5.4037 1.9861 1.2019
C -3.6996 -0.3890 1.8397
C -2.8119 2.2553 2.8445
H -1.9336 1.7711 -4.1100
H -1.0073 2.3387 -2.7178
H -2.3002 3.3395 -3.3793
H -5.2090 1.9736 -3.3774
H -5.0895 3.1202 -2.0418
H -5.6912 1.4876 -1.7542
H -3.3445 -0.4160 -3.5468
H -3.9946 -0.9435 -1.9980
H -2.2429 -0.8491 -2.2500
H -1.5964 1.6835 -0.2322
H -5.9385 1.3874 0.4628
H -5.4911 3.0345 0.9183
H -5.9142 1.8514 2.1589
H -4.2778 -1.0011 1.1455
H -4.2064 -0.4300 2.8084
H -2.7174 -0.8394 1.9708
H -2.9232 3.3382 2.8604
H -1.7446 2.0223 2.8806
H -3.2668 1.8599 3.7566
F -4.0269 -5.4863 0.1323
C -2.7207 -5.7577 0.2774
F -2.5800 -6.4136 1.4462
F -2.3872 -6.6311 -0.6923
C -1.8650 -4.5245 0.2298
C -2.4210 -3.2759 0.0453
C -1.5915 -2.1572 0.0114
C -0.2224 -2.2744 0.1467
C 0.3230 -3.5512 0.3321
C -0.4866 -4.6659 0.3785
P 0.8268 -0.7482 0.0049
C 1.8362 -0.9300 1.5400
C 3.1041 -0.3506 1.6170
C 3.8208 -0.3570 2.8010
C 3.2704 -0.9337 3.9376
C 2.0073 -1.5014 3.8862
C 1.2993 -1.4997 2.6937
C 4.0235 -0.8946 5.2349
F 3.7490 0.2235 5.9383
F 3.7201 -1.9341 6.0307
F 5.3558 -0.9121 5.0484
C 1.9378 -1.4715 -1.3002
C 1.5303 -1.2591 -2.6196
C 2.2800 -1.7246 -3.6849
C 3.4710 -2.3991 -3.4408
C 3.8911 -2.6230 -2.1404
C 3.1199 -2.1688 -1.0776
C 4.3184 -2.8321 -4.6021
F 5.2052 -3.7816 -4.2652
F 5.0279 -1.7994 -5.1077
F 3.5772 -3.3166 -5.6133
H -3.4911 -3.1699 -0.0663
H -2.0172 -1.1731 -0.1211
H 1.3921 -3.6726 0.4438
H -0.0588 -5.6497 0.5252
H 3.5419 0.1105 0.7398
H 4.8080 0.0841 2.8415
H 1.5783 -1.9494 4.7724
H 0.3148 -1.9485 2.6680
H 0.6205 -0.6971 -2.8066
H 1.9520 -1.5560 -4.7025
H 4.8149 -3.1541 -1.9549
H 3.4653 -2.3484 -0.0673
```

Computed properties:
Highest occupied orbital energy (alpha / beta) in eV: -6.54 / -6.55
E_LUMO (alpha / beta) in eV: -0.59 / -0.59
Largest force on an atom in eV Å⁻¹: 0.53
Kohn-Sham gap (alpha / beta) in hartree: 0.21875 / 0.21896